[1]
ORCA calculation (ωB97M-V/def2-TZVPD) on C20H43CoN2P3SSe as an isolated structure at a distorted geometry.

Properties
E_HOMO (alpha / beta) in hartree: -0.5898 / -0.5897
Molar mass in Da: 574.5
Total energy in a.u.: -6102.7995
Expectation value of S²: 6.06
Max |F| in eV Å⁻¹: 2.9
Energy relative to the best compared isomer or geometry (same formula, charge and spin) in kJ/mol: 14.4
Spin multiplicity: 5
Gap between HOMO and LUMO (alpha / beta) in eV: 7.300 / 3.988
Net charge: +3

Each line ends with the Löwdin charge.
Positions of all 71 atoms, in Å:
Co -0.74422 -0.17632 -0.01950  -0.39
P -2.37968 -0.67932 -1.31017  0.74
P -0.01015 -2.22952 0.28001  0.70
P -0.75497 1.99027 -0.32745  0.70
H 8.17493 0.62474 0.57457  0.07
C 7.97738 1.59763 1.04133  -0.12
C 7.71129 1.72675 2.35033  -0.04
H 7.81535 0.88553 3.04347  0.07
C -2.00546 -0.92543 -3.08375  -0.22
C -3.29565 -2.22821 -0.96127  -0.22
C -3.77189 0.50603 -1.40066  -0.22
C 1.63686 -2.29462 1.06186  -0.22
C -0.95182 -3.38454 1.34278  -0.23
C 0.21541 -3.28943 -1.20432  -0.23
C 0.71137 2.82613 0.36918  -0.21
C -2.09433 3.01709 0.38559  -0.23
C -0.79528 2.59812 -2.06102  -0.23
H 8.05254 2.48377 0.39849  0.07
H 7.52976 2.71987 2.77472  0.07
H -2.92439 -1.22726 -3.60520  0.08
H -1.24924 -1.70683 -3.21062  0.04
H -1.62906 0.00278 -3.52410  0.04
H -4.15515 -2.28708 -1.64390  0.08
H -3.66536 -2.24197 0.07085  0.02
H -2.67030 -3.11164 -1.12668  0.04
H -4.57526 0.05983 -2.00258  0.08
H -3.47063 1.44549 -1.87586  0.04
H -4.16428 0.72212 -0.39980  0.02
H 1.88613 -3.34291 1.27853  0.08
H 1.60969 -1.72682 2.00085  0.06
H 2.39375 -1.86225 0.39478  0.03
H -0.53251 -4.39083 1.18405  0.08
H -2.01631 -3.40347 1.08104  0.03
H -0.83676 -3.09924 2.39598  0.06
H 0.50715 -4.28896 -0.85348  0.07
H 1.00810 -2.86918 -1.83715  0.02
H -0.70557 -3.37608 -1.79206  0.03
H 0.56650 3.91259 0.28483  0.08
H 1.62008 2.52283 -0.16658  0.03
H 0.80562 2.55496 1.42889  0.07
H -1.87824 4.06434 0.12605  0.08
H -2.11551 2.91220 1.47710  0.05
H -3.07036 2.74427 -0.03604  0.04
H -0.90527 3.69145 -2.03197  0.08
H -1.63598 2.17385 -2.62347  0.04
H 0.14231 2.33080 -2.56564  0.02
C 3.06419 0.47395 -1.39430  -0.50
C 3.43273 0.57358 -0.03455  -0.10
C 4.74572 0.94496 0.29687  0.02
C 5.64765 1.23556 -0.72954  0.02
C 5.29062 1.16786 -2.07357  0.01
C 3.99617 0.79609 -2.40240  -0.08
Se 1.36333 -0.12594 -2.07210  1.09
H 0.83479 0.03125 -0.51810  -0.12
H 2.72856 0.36755 0.77752  0.10
H 5.07071 1.00335 1.33371  0.12
H 6.66132 1.51297 -0.51244  0.06
H 6.01280 1.39908 -2.85728  0.14
H 3.67801 0.73394 -3.44489  0.12
S -1.48070 -0.04005 2.00222  0.77
C -3.20238 -0.32546 2.09340  -0.64
N -4.16723 0.60960 1.90598  0.05
C -5.49019 0.08356 2.25674  -0.09
C -5.22688 -1.37882 2.56174  -0.09
N -3.78332 -1.51646 2.34400  0.05
H -3.96138 1.60027 1.97309  0.14
H -6.18019 0.21942 1.42109  0.13
H -5.88682 0.61689 3.12195  0.14
H -5.77338 -2.04816 1.89513  0.13
H -5.47652 -1.63135 3.59701  0.14
H -3.25824 -2.27520 2.77666  0.15

[2]
ORCA calculation (ωB97M-V/def2-TZVPD) on a 3-piece molecular cluster, C20H43N2 overall at a distorted geometry.

Properties
E_HOMO in hartree: -0.4121
Molar mass in Da: 311.6
Total energy in a.u.: -897.0837
Max |F| in eV Å⁻¹: 4.4
Gap between HOMO and LUMO in eV: 7.520
Net charge: +1

Each line ends with the Löwdin charge.
Positions of all 65 atoms, in Å:
N 5.90940 1.11797 -0.70313  0.21
C 5.96084 2.15228 -1.80938  -0.13
C 5.48821 3.53740 -1.39708  -0.18
C 3.97674 3.75104 -1.49246  -0.15
C 3.12277 3.05430 -0.39622  -0.11
N 2.07614 2.23472 -1.01310  -0.16
C 0.83334 2.64276 -1.23953  -0.09
C 0.22008 1.61370 -1.87394  -0.10
C 1.10944 0.57099 -2.01017  -0.08
C 2.34570 0.97977 -1.44563  -0.09
H 5.56907 0.23305 -1.08508  0.16
H 6.84196 0.92733 -0.33392  0.17
H 5.31485 1.38043 0.08401  0.14
H 7.01038 2.24800 -2.07572  0.13
H 5.46992 1.79307 -2.70707  0.14
H 5.87362 3.83930 -0.42035  0.13
H 5.94573 4.21750 -2.11448  0.13
H 3.64686 3.37520 -2.46100  0.12
H 3.72428 4.80698 -1.48126  0.12
H 3.70078 2.46700 0.31817  0.10
H 2.61224 3.81537 0.18678  0.13
H 0.44750 3.60690 -0.97006  0.13
H -0.79060 1.60802 -2.24031  0.10
H 0.96351 -0.38449 -2.48227  0.10
H 3.26700 0.44005 -1.38128  0.08
C 1.86504 -2.72229 0.41941  -0.12
C 0.57887 -3.27645 -0.17082  -0.26
C -0.68029 -2.66981 0.44613  -0.23
C -0.86961 -2.93849 1.93931  -0.22
C -0.90889 -4.41528 2.32923  -0.27
C -2.07116 -5.17628 1.69815  -0.11
H 1.95638 -2.94794 1.48245  0.07
H 2.72904 -3.15993 -0.08777  0.07
H 1.89513 -1.63849 0.27184  0.05
H 0.55825 -4.36520 -0.07762  0.10
H 0.57710 -3.06384 -1.24407  0.10
H -1.55158 -3.03641 -0.10292  0.09
H -0.66254 -1.58546 0.28939  0.09
H -1.80119 -2.46152 2.26004  0.11
H -0.07245 -2.44480 2.50388  0.10
H -0.99580 -4.48185 3.41659  0.11
H 0.03464 -4.90358 2.06883  0.10
H -3.02682 -4.72930 1.97900  0.08
H -2.07645 -6.21356 2.03477  0.07
H -2.00568 -5.18626 0.60898  0.07
C -4.37316 -1.39622 -0.59728  -0.10
C -4.02142 0.05942 -0.88988  -0.26
C -3.09249 0.67868 0.15294  -0.23
C -3.66297 0.74986 1.57000  -0.23
C -4.97681 1.51873 1.69927  -0.27
C -4.85915 2.98934 1.31001  -0.11
H -4.91285 -1.49983 0.34508  0.07
H -5.00904 -1.80252 -1.38484  0.07
H -3.47144 -2.01026 -0.54405  0.05
H -4.93824 0.64788 -0.97948  0.10
H -3.52957 0.11120 -1.86582  0.10
H -2.81089 1.68378 -0.17737  0.09
H -2.16119 0.10270 0.18386  0.09
H -2.91470 1.21328 2.22163  0.11
H -3.80772 -0.26339 1.95596  0.10
H -5.31067 1.45743 2.73808  0.11
H -5.75689 1.04182 1.10022  0.10
H -4.11258 3.49618 1.92554  0.07
H -5.81189 3.50034 1.45348  0.07
H -4.57805 3.10969 0.26240  0.06

[3]
ORCA calculation (ωB97M-V/def2-TZVPD) on C20H43OP3PrSe as an isolated structure at a distorted geometry.

Properties
E_HOMO (alpha / beta) in hartree: -0.5310 / -0.5310
Molar mass in Da: 612.4
Total energy in a.u.: -4804.5202
Expectation value of S²: 2.01
Max |F| in eV Å⁻¹: 1.6
Spin multiplicity: 3
Gap between HOMO and LUMO (alpha / beta) in eV: 4.498 / 4.589
Net charge: +3

Each line ends with the Löwdin charge.
Positions of all 69 atoms, in Å:
Pr -0.02886 0.00222 1.22246  0.61
P -2.56826 -0.11408 0.43624  0.67
P 0.19393 -2.64538 0.83995  0.67
P 0.00006 2.64094 0.78132  0.67
H 1.60360 -0.90948 -1.07934  0.08
C 1.82785 0.04196 -0.56106  -0.12
C 2.46581 0.08389 0.64034  -0.08
H 2.73241 -0.82461 1.21268  0.08
C -2.72161 -0.14546 -1.36009  -0.21
C -3.37335 -1.58194 1.11889  -0.21
C -3.50372 1.29986 1.06564  -0.21
C 1.93134 -3.14645 0.87980  -0.21
C -0.66246 -3.63072 2.10150  -0.19
C -0.45131 -3.03267 -0.80090  -0.20
C 1.69451 3.26824 0.78647  -0.21
C -0.92036 3.55158 2.05402  -0.19
C -0.69872 2.96467 -0.85256  -0.20
H 1.53007 0.95622 -1.11004  0.09
H 2.66019 1.02584 1.18699  0.08
H -3.81145 -0.19490 -1.45317  0.08
H -2.21389 -1.03470 -1.76457  0.04
H -2.29189 0.77412 -1.78786  0.04
H -4.38721 -1.39575 0.74809  0.08
H -3.30579 -1.55017 2.22145  0.07
H -2.92557 -2.50406 0.71689  0.04
H -4.49627 1.00194 0.71034  0.08
H -3.14552 2.24004 0.61829  0.04
H -3.43067 1.32149 2.16855  0.07
H 1.79677 -4.21835 0.70356  0.08
H 2.35925 -2.91483 1.87196  0.07
H 2.49356 -2.63622 0.08287  0.06
H -0.73482 -4.57995 1.55260  0.08
H -1.64558 -3.18936 2.35584  0.04
H 0.00773 -3.66180 2.97971  0.07
H -0.13577 -4.07831 -0.86561  0.08
H 0.03210 -2.39581 -1.56132  0.06
H -1.54250 -2.90786 -0.82359  0.04
H 1.47392 4.32108 0.58257  0.08
H 2.28124 2.77613 -0.00502  0.06
H 2.14711 3.09365 1.77941  0.08
H -0.84589 4.55473 1.61103  0.08
H -0.37730 3.43980 3.01286  0.07
H -1.95645 3.17183 2.12932  0.04
H -0.49416 4.03842 -0.91411  0.08
H -1.77196 2.72636 -0.87160  0.04
H -0.15452 2.38045 -1.61486  0.06
C 0.90667 0.09922 -5.34477  -0.60
C 2.00417 -0.09005 -4.48488  -0.16
C 3.30819 -0.03172 -4.98481  -0.08
C 3.53430 0.21359 -6.34828  -0.06
C 2.44155 0.40162 -7.21004  -0.05
C 1.13672 0.34522 -6.71466  -0.11
Se -0.90299 0.03938 -4.72055  0.87
H -0.52161 -0.23634 -3.30339  -0.21
H 1.82968 -0.28210 -3.42661  0.05
H 4.15487 -0.17890 -4.30930  0.11
H 4.55509 0.25779 -6.73714  0.12
H 2.60588 0.59298 -8.27272  0.12
H 0.28772 0.49113 -7.38333  0.11
C -1.11351 0.71441 5.21730  0.06
C 0.00418 -0.00010 4.58137  -0.39
C 1.11504 -0.71725 5.22140  0.06
O 0.02505 0.00955 3.35722  -0.19
H -0.98759 0.62944 6.29409  0.11
H -2.07032 0.27540 4.88160  0.13
H -1.11427 1.76777 4.88300  0.12
H 1.11224 -1.76836 4.88090  0.12
H 2.07017 -0.27893 4.88120  0.13
H 0.98321 -0.63635 6.29645  0.11